Formula: C27H26N2O3PS4TeW
Source: the OMol25 dataset
Level of theory: ωB97M-V/def2-TZVPD

Last column: natural (NBO) charge in e.
CARTESIAN COORDINATES (ANGSTROEM)
W1 0.3521 -0.0135 0.1126  0.430
O1 0.1492 3.3501 6.1051  -0.514
C1 0.1824 2.8449 5.0284  0.218
S1 -1.2896 2.3624 4.1212  0.355
C2 -0.4478 1.7296 2.7393  -0.405
C3 0.9005 1.7715 2.7529  -0.462
S2 1.8090 1.2168 1.3763  0.199
S3 1.6846 2.4729 4.1431  0.372
S4 -1.3375 1.0858 1.3785  0.033
N1 -0.4481 1.4251 -1.4404  -0.815
C4 -1.4607 1.0302 -2.4135  0.123
C5 -2.0685 1.9989 -3.1992  -0.213
C6 -3.0208 1.6183 -4.1287  -0.163
C7 -3.3626 0.2779 -4.2750  -0.197
C8 -2.7510 -0.6801 -3.4876  -0.183
C9 -1.7887 -0.3066 -2.5498  -0.294
P1 -0.9558 -1.5078 -1.4758  1.007
C10 0.0796 -2.4809 -2.6132  -0.395
C11 0.6114 -3.7028 -2.1981  -0.201
C12 1.4627 -4.4184 -3.0257  -0.202
C13 1.8119 -3.9092 -4.2706  -0.199
C14 1.3071 -2.6840 -4.6816  -0.216
C15 0.4441 -1.9716 -3.8583  -0.154
C16 -2.3289 -2.5906 -0.9828  -0.389
C17 -3.2128 -2.0627 -0.0412  -0.148
C18 -4.3285 -2.7839 0.3513  -0.226
C19 -4.5648 -4.0434 -0.1866  -0.171
C20 -3.6949 -4.5678 -1.1301  -0.203
C21 -2.5820 -3.8415 -1.5367  -0.202
H1 0.3826 1.7340 -1.9656  0.446
H2 -0.7877 2.2377 -0.9318  0.428
H3 -1.7967 3.0412 -3.0845  0.231
H4 -3.5009 2.3698 -4.7408  0.235
H5 -4.1108 -0.0142 -4.9993  0.234
H6 -3.0233 -1.7240 -3.5890  0.230
H7 0.3526 -4.1054 -1.2271  0.222
H8 1.8540 -5.3729 -2.6985  0.230
H9 2.4733 -4.4688 -4.9190  0.232
H10 1.5722 -2.2833 -5.6517  0.230
H11 0.0517 -1.0207 -4.1985  0.222
H12 -3.0314 -1.0776 0.3762  0.216
H13 -5.0158 -2.3641 1.0747  0.229
H14 -5.4325 -4.6102 0.1240  0.229
H15 -3.8841 -5.5424 -1.5604  0.230
H16 -1.9223 -4.2548 -2.2880  0.230
C22 -1.8049 -1.7652 3.1999  -0.871
Te1 0.1141 -1.7877 2.3110  0.930
C23 -0.0541 -3.7592 1.5516  -0.882
H17 -2.5676 -1.9824 2.4606  0.237
H18 -1.9606 -0.7847 3.6415  0.250
H19 -1.7926 -2.5253 3.9779  0.243
H20 -0.1002 -4.4374 2.3999  0.247
H21 0.8453 -3.9538 0.9729  0.246
H22 -0.9470 -3.8478 0.9384  0.237
O2 2.0823 1.5240 -3.1437  -0.578
C24 2.4917 0.5480 -2.5605  0.710
C25 3.6698 -0.3525 -2.9162  -0.511
C26 3.5985 -1.5178 -1.9128  -0.502
C27 2.4366 -1.1064 -1.0659  0.690
O3 1.8571 -1.6674 -0.0865  -0.657
N2 1.8898 0.0357 -1.4243  -0.684
H23 4.5892 0.2263 -2.8351  0.260
H24 3.5714 -0.6719 -3.9522  0.255
H25 4.4931 -1.6303 -1.3001  0.260
H26 3.3907 -2.4793 -2.3839  0.262

Summary:
- Total charge: +1
- Highest occupied orbital energy (spin up / spin down): -10.46 / -10.46 eV
- Relative energy (zero: lowest compared OMol25 entry of this formula, charge and spin): 0.0 kcal per mole
- DFT total energy: -99290.318 eV
- Multiplicity: 1
- Orbital gap (spin up / spin down): 6.47 / 6.47 eV

=====

Formula: C2H3PS3
Source: the OMol25 dataset
Level of theory: ωB97M-V/def2-TZVPD

Last column: natural (NBO) charge in e.
CARTESIAN COORDINATES (ANGSTROEM)
H1 0.9574 2.7075 -1.5420  -0.031
P1 0.8838 1.2365 -1.6296  0.227
C1 0.2134 0.5430 0.0311  -0.478
C2 0.3146 -0.9401 0.0279  -0.612
S1 -1.3613 -1.6530 0.0478  0.149
S2 -1.6827 -0.5942 1.8091  -0.043
S3 -0.9371 1.2737 1.0145  0.292
H2 0.9208 -1.3444 -0.7282  0.253
H3 0.6910 -1.2292 0.9694  0.242

Summary:
- Highest occupied orbital energy (spin up / spin down): -7.92 / -7.98 eV
- Structure (SMILES): [H]/P=C1/CSSS1
- Relative energy (zero: lowest compared OMol25 entry of this formula, charge and spin): 13.9 kcal per mole
- DFT total energy: -43914.905 eV
- Multiplicity: 1
- Orbital gap (spin up / spin down): 6.83 / 6.91 eV

=====

Formula: C2H3NS2
Source: the OMol25 dataset
Level of theory: ωB97M-V/def2-TZVPD

Last column: natural (NBO) charge in e.
CARTESIAN COORDINATES (ANGSTROEM)
H1 -0.2271 -0.6425 -2.1226  0.329
N1 0.6306 -0.8806 -1.7991  -0.552
C1 0.6280 -0.6594 -0.5412  0.148
C2 -0.1615 -0.0674 0.9969  -0.371
S1 -0.0269 -0.8228 2.4006  0.097
S2 -0.9059 1.6164 0.9165  0.067
H2 1.5910 -0.6466 -0.1090  0.150
H3 -0.8469 1.6877 2.2040  0.131

Summary:
- Highest occupied orbital energy: -9.07 eV
- Structure (SMILES): [H]/N=C\C(=S)S
- Relative energy (zero: lowest compared OMol25 entry of this formula, charge and spin): 58.5 kcal per mole
- DFT total energy: -25280.031 eV
- Multiplicity: 1
- Orbital gap: 8.34 eV

=====

- Which of these has the highest relative energy (zero: lowest compared OMol25 entry of this formula, charge and spin)?
  C2H3NS2